(1)
Entry from the Open Molecules 2025 dataset: a structure of composition C24H30IrNO5 at a distorted geometry (the ωB97M-V functional and the def2-TZVPD basis).

Output
DFT total energy	-1467.53240	Ha
net charge	-1
energy above the lowest of the compared OMol25 structures with the same formula, charge and spin	0.0	kcal/mol
HOMO-LUMO gap (alpha / beta)	0.1595 / 0.2154	Eh
LUMO (alpha / beta)	2.345 / 1.694	eV
molar mass	604.72	g mol⁻¹
2S+1	6
maximum force	3.50	eV/A

Element x y z (Å)
C  -0.6970  -1.2114  -2.7935
C  -1.3118  0.0100  -2.0501
C  0.7918  -1.2827  -2.4191
C  1.1447  0.1602  -2.0227
H  1.3864  -1.6246  -3.2689
H  0.9375  -1.9587  -1.5656
C  -0.1511  0.6381  -1.2861
H  -2.1252  -0.3175  -1.3895
H  -1.6906  0.7418  -2.7838
C  -0.1725  0.1710  0.1968
H  -0.2025  1.7345  -1.2940
H  1.1642  0.7629  -2.9449
C  2.4249  0.3459  -1.3349
C  -1.3150  -2.5508  -2.4436
C  -0.8547  -1.0705  -4.3205
O  0.1285  -0.8379  -5.0135
O  -1.9944  -2.7764  -1.4585
O  -1.0135  -3.5075  -3.3384
O  -2.0637  -1.1997  -4.8999
C  -3.3411  -1.3843  -4.2332
H  -3.4157  -0.8572  -3.2743
H  -3.5252  -2.4565  -4.1131
H  -4.0626  -0.9746  -4.9431
C  -1.4764  -4.7960  -2.9369
H  -1.0072  -5.0856  -1.9915
H  -1.1832  -5.4700  -3.7372
H  -2.5628  -4.7892  -2.8094
O  0.6309  0.9866  0.9388
H  0.0507  -0.9288  0.2729
H  -1.2390  0.2046  0.5421
C  3.1849  1.5766  -1.5915
C  2.9881  -0.6935  -0.4613
H  3.1970  -1.6362  -0.9946
H  2.3179  -0.9310  0.3794
H  3.9339  -0.3427  -0.0229
H  3.6941  1.9090  -0.6758
H  2.5353  2.3855  -1.9494
H  3.9648  1.4188  -2.3578
Ir  0.2865  1.6036  3.7947
C  0.3453  4.0391  3.2650
C  0.4102  3.7452  1.8930
C  -0.5972  2.8147  1.5409
H  1.1307  4.1295  1.1666
C  -1.3825  2.5474  2.7518
C  -0.7910  3.3141  3.8447
H  -1.2393  3.4538  4.8231
H  0.9302  4.7869  3.7942
H  -0.9915  2.6380  0.5277
H  -2.3466  2.0352  2.7724
C  1.2848  -0.4805  4.1246
C  0.3074  0.0204  5.1007
C  -0.9979  -0.0177  4.4541
H  0.5195  0.2914  6.1299
C  -0.7989  -0.6153  3.1549
C  0.5633  -0.9743  3.0102
H  0.9932  -1.5773  2.2148
H  2.3518  -0.6179  4.3040
H  -1.9429  0.2861  4.9045
H  -1.5893  -0.8363  2.4451
N  2.6880  2.7359  5.4998
C  1.7965  2.3156  4.8726


(2)
Entry from the Open Molecules 2025 dataset: a cluster of 2 separate species, C49H49N4OSi in total at a distorted geometry (the ωB97M-V functional and the def2-TZVPD basis).

Output
DFT total energy	-2480.14707	Ha
net charge	+1
HOMO-LUMO gap	0.2266	Eh
LUMO	-3.874	eV
molar mass	738.04	g mol⁻¹
2S+1	1
maximum force	2.64	eV/A

Element x y z (Å)
C  -3.9546  3.3374  5.3124
Si  -3.2763  4.2886  3.8715
C  -4.6009  5.0473  2.8074
C  -2.0550  5.5937  4.4170
O  -2.5349  3.1500  2.8791
C  -1.1853  2.8682  2.5630
C  -0.6517  3.9468  1.5889
C  -1.5626  4.6661  0.8132
C  -1.1178  5.7329  0.0242
C  0.2496  5.9822  -0.1047
C  1.1656  5.1609  0.5545
C  0.7171  4.1625  1.4272
C  -0.4181  2.6438  3.8744
C  0.5611  3.5231  4.3376
C  1.2063  3.2537  5.5512
C  0.7913  2.1857  6.3404
C  -0.2669  1.3757  5.9198
C  -0.8741  1.6001  4.6837
C  -1.2169  1.5320  1.7466
C  -2.0038  1.6191  0.4277
C  -0.9762  1.7810  -0.6873
C  0.3576  1.3018  -0.1069
N  0.1336  1.1652  1.3285
C  1.0608  0.6370  2.1082
C  2.3752  0.5186  1.5897
C  3.0487  -0.6617  1.3552
C  4.4549  -0.7071  1.0717
C  5.0772  -1.9309  0.7029
C  6.4256  -1.9706  0.3784
C  7.1979  -0.7973  0.4056
C  6.6100  0.4092  0.8087
C  5.2614  0.4603  1.1538
H  -4.3949  4.0329  6.0404
H  -4.7416  2.6479  4.9805
H  -3.1848  2.7502  5.8277
H  -5.1784  5.7728  3.3956
H  -4.1862  5.5807  1.9440
H  -5.2935  4.2822  2.4347
H  -2.6361  6.4485  4.7966
H  -1.4025  5.2368  5.2247
H  -1.4226  5.9521  3.5927
H  -2.6269  4.4166  0.8543
H  -1.8567  6.3514  -0.4908
H  0.5965  6.8111  -0.7257
H  2.2399  5.3020  0.4229
H  1.4401  3.5885  2.0138
H  0.7895  4.4323  3.7790
H  2.0143  3.9148  5.8674
H  1.2586  2.0168  7.3103
H  -0.6359  0.5708  6.5527
H  -1.7259  0.9861  4.3691
H  -1.6404  0.7406  2.3852
H  -2.5066  0.6479  0.3280
H  -2.7858  2.3837  0.4477
H  -1.2447  1.2154  -1.5863
H  -0.8810  2.8302  -0.9954
H  0.6644  0.3392  -0.5546
H  1.1693  2.0163  -0.3248
H  0.7882  0.2710  3.1049
H  2.8330  1.4645  1.2725
H  2.5060  -1.6081  1.3488
H  4.4602  -2.8322  0.6728
H  6.8889  -2.9182  0.1134
H  8.2662  -0.8368  0.1779
H  7.2063  1.3146  0.8767
H  4.8158  1.3969  1.4858
C  2.5571  -7.6502  -0.0918
C  1.5366  -6.8555  0.4628
C  0.8909  -5.8887  -0.3133
C  1.1992  -5.8334  -1.6871
N  0.5025  -4.9795  -2.5246
C  -0.2093  -3.8948  -2.2044
N  -0.7103  -3.4815  -3.4166
C  -1.4431  -2.2919  -3.5966
C  -2.2026  -1.8228  -2.5246
C  -2.9300  -0.6284  -2.6575
C  -2.8606  0.1091  -3.8492
C  -2.0266  -0.3202  -4.8878
C  -1.3431  -1.5410  -4.7697
C  -0.3274  -4.4115  -4.4191
C  -0.8853  -4.5413  -5.7608
C  -0.0886  -5.1278  -6.7719
C  -0.5767  -5.2060  -8.0750
C  -1.8631  -4.7309  -8.3864
C  -2.6939  -4.2630  -7.3599
C  -2.2228  -4.1958  -6.0504
N  0.4916  -5.2766  -3.8746
C  2.1320  -6.6899  -2.2746
C  2.8761  -7.5434  -1.4589
H  3.1001  -8.3582  0.5399
H  1.2415  -6.9968  1.5046
H  0.0956  -5.2413  0.0605
H  -2.2446  -2.4105  -1.6079
H  -3.5582  -0.2810  -1.8332
H  -3.4487  1.0282  -3.9615
H  -1.9196  0.2863  -5.7936
H  -0.7322  -1.9057  -5.5988
H  0.9141  -5.4800  -6.5204
H  0.0474  -5.6248  -8.8644
H  -2.2251  -4.7491  -9.4217
H  -3.7080  -3.9327  -7.5841
H  -2.8764  -3.8548  -5.2484
H  2.2376  -6.6756  -3.3670
H  3.6827  -8.1336  -1.8981


(3)
Entry from the Open Molecules 2025 dataset: a structure of composition C4H6S2 at a distorted geometry (the ωB97M-V functional and the def2-TZVPD basis).

Output
DFT total energy	-952.26605	Ha
energy above the lowest of the compared OMol25 structures with the same formula, charge and spin	64.9	kcal/mol
HOMO-LUMO gap	0.3081	Eh
LUMO	-0.049	eV
molar mass	118.23	g mol⁻¹
2S+1	1
maximum force	9.01	eV/A

Element x y z (Å)
C  0.3611  -0.2267  0.3936
C  -0.8663  -0.6269  0.7784
C  -1.6402  -0.6940  -0.5383
C  -1.5478  0.7331  -1.0577
H  -0.9213  -1.5347  1.4002
H  -1.5981  0.1909  1.3484
H  -2.8254  -1.1529  -0.5370
H  -1.2118  -1.4913  -1.2367
H  -2.0594  1.1430  -2.1692
H  -1.7644  1.6139  -0.1710
S  1.6177  -0.4366  1.2130
S  0.4160  0.8190  -0.9687